(1)
ORCA calculation (ωB97M-V/def2-TZVPD) on a 9-piece molecular cluster, C21H56N4O13 overall in a non-equilibrium geometry.

Computed properties:
- Kohn-Sham gap: 9.20 eV
- LUMO: -0.27 eV
- Maximum force: 14.5 eV/Å

Each line ends with the Löwdin charge.
Atoms and positions in Å:
O -4.342977 1.112525 2.926122  -0.02
H 1.002641 5.038328 1.282036  0.18
H 4.975878 0.459316 -3.124333  0.07
C 3.880142 -1.195438 1.334499  -0.46
H 5.553912 -1.581271 2.675184  0.11
O -4.794131 2.946792 2.051137  0.03
N -3.928305 2.157408 2.423766  -0.52
H 0.108807 -3.719258 1.085644  0.04
H -2.065319 6.447901 0.721741  0.16
H -0.751415 -0.525113 -4.116984  0.16
H -2.089299 -1.759723 -1.451286  0.13
O 0.449360 -6.137173 2.279169  -0.08
H -3.665865 5.905915 1.401431  0.08
C 2.951098 1.231244 -3.070058  -0.40
H -5.788994 -1.806866 0.320405  0.09
O -0.838810 0.679418 0.306980  -0.01
H -2.425553 4.758081 1.672433  0.06
C -1.616020 -1.913514 -2.448654  -0.45
H 3.122205 2.628582 0.570600  0.09
H -2.582332 3.459081 -2.550259  0.11
H -5.146992 -0.394872 0.471875  0.02
H 1.887239 -6.042580 1.082527  0.13
H -0.926313 -6.043201 0.246801  0.05
H -3.308677 0.040403 2.306635  0.10
C -2.782826 5.475421 0.920345  -0.01
O -3.385735 -2.790488 0.677275  0.13
H -2.135709 0.115276 -2.943049  0.06
H -0.107676 3.303876 2.517599  0.01
H -0.703243 -0.031434 -2.328836  -0.02
H 2.039350 2.586317 -4.337459  0.01
C -2.324587 2.667414 -1.833606  0.01
O -2.754991 2.250687 1.887145  -0.10
H -2.418402 -2.119534 3.455520  -0.01
C 3.103033 -1.670246 2.535119  -0.12
H 6.102911 -0.977992 0.915192  0.03
N 0.196876 0.054764 0.441909  -0.49
H 2.649286 0.213590 -2.546864  0.17
H -0.006484 -7.498240 -0.370604  0.11
H 1.124684 2.507639 0.084963  0.03
H 5.549613 -2.717745 1.150501  0.11
H -0.139505 -5.265140 2.472832  0.15
H 0.155583 -5.821654 -1.040946  0.10
C 0.015347 -6.389067 -0.073048  -0.04
H 0.215621 -2.017203 -1.565130  0.08
H 0.666015 1.999853 2.330694  0.10
C -5.171066 -1.229635 0.963618  0.06
C -2.323325 -2.702490 -3.546989  -0.04
H -1.743292 -2.835337 -4.430454  0.08
H -3.152113 2.101362 -1.720799  0.06
O 0.666049 3.361582 -0.004008  -0.11
H 2.794909 2.101448 -1.501998  -0.10
H 1.705049 0.904527 -4.664865  0.14
C 1.806090 1.792132 -3.899755  0.00
H 2.015585 -1.505391 2.616753  0.06
H 1.154406 -3.897922 0.174947  -0.01
C -1.245013 -0.519803 -2.978417  -0.05
H -3.184690 -2.247243 -3.613785  0.01
H 3.320456 -2.779098 2.569144  0.08
H 1.659922 -3.733841 1.734582  0.08
N -2.147906 3.386114 -0.513936  0.07
O 1.235270 0.631017 0.007251  -0.05
C 0.987907 -4.229289 1.027808  -0.03
H 3.308185 3.977117 1.564076  0.02
H 2.652752 0.519667 1.302581  0.15
H 1.448056 3.534910 3.269536  0.10
H 3.375365 4.409274 -0.029165  0.15
H -2.000892 -0.559416 1.472296  0.06
H -5.499272 -1.203292 1.969924  0.09
H 1.123938 1.944121 -3.340579  -0.04
C 5.429606 -1.556423 1.473681  -0.06
C 0.902796 3.139206 2.372399  -0.04
C -1.948038 -1.557643 2.983861  0.03
H 4.822980 1.773903 -4.154151  0.09
H -1.567233 2.132584 -2.279244  0.05
C 2.826084 3.696551 0.752450  -0.05
O -0.395268 -2.568534 -2.107439  -0.08
O -3.910371 5.000612 -1.111198  0.15
O 0.112239 -1.233148 0.543032  -0.03
H -1.184985 -0.946701 3.564258  0.17
C -3.715604 -1.716101 1.177172  -0.25
O 3.223537 2.288687 -2.173903  0.03
C 4.286441 0.865230 -3.855028  -0.02
C 1.380855 3.905384 1.080564  -0.45
H -1.071900 3.559863 -0.298610  0.16
H 4.047018 0.223134 -4.555927  0.01
H 3.511032 -1.553741 0.330207  0.14
H -1.524198 -2.247785 2.447778  0.04
O 3.800789 0.319115 1.415698  -0.20
C -3.130784 4.626760 -0.288998  -0.35
H -2.375786 2.760312 0.335970  0.10
H -2.695781 -3.756663 -3.445968  0.10
N -2.749139 -0.818803 2.033572  0.12
C 0.838666 -5.778701 1.011845  -0.53
H 3.581234 -1.399692 3.573254  0.11

Atomic forces in eV per Å
O 1.255 -1.346 1.754
H 1.324 -2.395 -0.766
H -0.022 -0.563 0.140
C 1.144 2.667 -0.101
H 0.524 0.401 -2.920
O 0.575 1.471 0.806
N -1.643 0.583 -4.657
H -3.486 1.038 1.140
H -1.485 -2.947 0.127
H -1.308 0.001 3.197
H -0.781 -0.275 -0.939
O -3.917 2.865 2.622
H -0.200 -0.172 -0.624
C 1.109 -0.956 -0.476
H 0.059 -1.559 -0.115
O -2.088 0.975 1.536
H 0.641 0.633 -0.002
C 2.173 0.169 0.482
H -0.498 0.893 0.027
H -0.030 -0.183 0.120
H 0.107 5.726 -1.923
H 0.528 -0.808 -1.151
H -1.941 -0.235 0.034
H 0.296 -0.285 0.861
C 1.190 0.695 0.783
O 0.428 3.263 2.253
H -0.373 -0.205 -0.816
H -2.294 1.601 0.320
H 3.780 2.201 3.355
H 2.400 6.657 -3.916
C -0.562 4.340 0.469
O -0.193 -0.583 1.970
H -8.327 -7.860 8.931
C 1.340 -2.412 2.178
H 0.729 1.015 -0.473
N 0.142 -2.332 -4.381
H 0.284 2.138 -0.611
H 0.398 1.601 1.208
H -1.200 -0.971 -1.309
H -0.212 2.687 0.661
H 1.592 -3.557 0.337
H 0.155 -0.597 0.873
C 0.275 0.253 -2.514
H -1.051 -0.322 -0.420
H 1.998 1.401 -0.191
C 2.397 -3.746 2.685
C 2.595 -3.381 1.848
H 0.502 0.902 -0.796
H -2.647 -2.069 0.194
O -0.592 0.110 -0.360
H -6.235 -2.308 10.500
H -0.922 1.904 0.996
C 7.433 -11.335 -5.058
H 0.512 0.086 -0.560
H 2.719 2.716 -8.159
C -2.791 -2.119 -5.523
H -4.545 2.872 -1.544
H -0.776 0.685 -0.034
H 0.061 -0.943 0.031
N 0.877 -0.284 0.961
O 0.837 -0.853 1.634
C -0.261 -3.663 5.319
H 2.694 0.952 4.199
H 5.133 -0.936 0.209
H -0.370 -0.960 -0.676
H -1.892 -1.646 1.017
H 1.493 1.572 -2.860
H -1.178 0.719 0.822
H -9.383 1.404 6.939
C -2.837 -3.926 3.050
C 1.310 -0.846 0.033
C 5.941 10.179 -3.047
H -0.548 -0.096 -0.580
H 2.322 -1.064 0.136
C 0.594 0.580 -3.711
O 1.053 -0.564 0.006
O 0.683 -1.705 0.286
O 0.904 2.231 1.227
H -1.300 -0.602 -0.940
C -0.440 -3.300 -2.568
O 6.795 2.095 -8.948
C -0.217 4.118 4.820
C -1.665 1.585 1.406
H -1.451 0.095 -0.382
H -0.708 -3.125 -3.832
H 0.002 0.396 1.122
H 3.641 -3.271 -3.541
O -4.665 -0.853 -1.037
C 1.061 2.119 -0.948
H -0.001 0.479 -0.860
H 0.821 0.558 1.233
N -2.813 -1.005 -0.593
C 3.745 1.254 0.149
H -0.725 0.275 -2.140



(2)
ORCA calculation (ωB97M-V/def2-TZVPD) on C21H58F3Hf2N3O22S3 as an isolated structure in a non-equilibrium geometry.

Computed properties:
- Kohn-Sham gap: 1.73 eV
- LUMO: -10.06 eV
- Total charge: +2
- Maximum force: 10.9 eV/Å

Each line ends with the Löwdin charge.
Atoms and positions in Å:
O -1.156510 -0.300971 -6.565177  -0.23
H 1.207320 4.656529 -6.697927  0.08
H 0.101470 3.922239 -5.427767  0.03
H 2.826150 -3.905981 -3.382387  0.10
C -3.597460 -1.752141 0.633123  -0.37
O -4.759630 1.904799 -4.384957  -0.34
H -1.693480 -1.066461 1.675483  0.06
C 0.919420 -4.216731 0.213313  -0.13
H 4.076880 1.723269 0.092043  0.05
O -2.435650 1.323289 -5.402127  -0.44
C -1.695580 -1.892351 7.570163  -0.21
O 2.820900 -3.545381 -1.345817  -0.18
N -1.343750 -0.071491 5.937753  -0.04
H 5.254420 8.030989 1.904073  0.09
N -0.304720 -4.187981 -0.634697  -0.09
H 4.759820 6.390999 2.612223  0.08
C -0.396160 1.263709 -0.613187  -0.68
C 2.203340 -3.412351 -2.636367  -0.09
H 0.183760 -1.109891 3.769433  0.11
C 2.621810 5.028119 -0.359347  -0.17
H 0.161400 0.332999 2.872903  0.09
H -0.582930 -2.793021 -3.468477  0.10
C 2.440170 0.169889 4.129993  -0.03
H 0.606570 -4.111951 1.252173  0.12
O 3.471000 1.809909 0.828003  -0.04
N 2.893370 5.578019 -1.717297  -0.06
O 0.954280 5.548739 -4.902917  -0.25
H -0.934120 -3.578371 -0.132377  0.07
C -1.715140 -1.472861 6.133283  -0.26
H -2.626240 -1.875951 5.691113  0.12
H 1.995190 1.199189 -4.352407  -0.01
H 2.579820 -0.894531 4.318743  0.09
O -2.419710 -0.845431 -4.683497  -0.43
H -0.614610 -2.014931 7.637703  0.12
C -1.553840 -6.067391 0.491633  -0.20
O 4.072480 6.584849 0.737543  -0.20
H -2.990220 -1.864441 2.686063  0.08
H 3.057000 6.570459 -1.625747  0.12
H -2.196390 -0.014181 3.896753  0.09
O 2.775560 1.599409 -4.735907  -0.03
S -0.855100 0.777819 -2.380537  0.63
F 0.150310 0.113539 -0.092687  0.12
O 0.411280 0.268189 -2.947387  -0.25
H -1.533140 1.435429 4.478743  0.11
H -1.209990 -3.448841 -2.256627  0.02
C -1.229880 -7.539431 2.285423  -0.09
O -3.175330 -2.057551 -0.659157  -0.35
O -3.914540 2.440419 -2.523877  -0.35
Hf -3.473270 -1.793241 -3.087557  2.26
H -2.487050 -4.569141 9.239243  0.09
O -4.442680 0.206839 -2.849897  -0.37
O -2.447910 -3.148051 7.791383  -0.16
H -2.019960 -1.009671 8.121303  0.13
O -6.206280 1.777649 -2.481627  -0.16
H -0.797810 -7.175911 3.217773  0.09
C 1.929830 -3.103291 -0.265797  -0.15
O -1.371760 -2.784371 -2.926347  -0.07
O -3.547900 -0.357881 -6.745487  -0.25
F 0.496740 2.219629 -0.632517  0.20
C 0.018610 -0.038961 3.887483  -0.24
S -2.403930 -0.073371 -5.892727  0.27
H -2.314040 -7.427931 2.269553  0.08
H -1.668420 -5.358981 -1.525347  0.09
C 5.070680 6.968899 1.741873  -0.06
H -2.501430 -6.515801 0.193113  0.12
H 0.926820 5.428389 -2.272497  0.11
H 1.990750 -2.351751 -2.770677  0.07
S -4.906270 1.536759 -3.023877  0.21
O -1.854690 -0.264311 -2.327667  -0.41
O -0.550170 3.284369 -5.136727  -0.07
C -2.510140 -1.787531 1.710513  -0.06
H 2.627370 4.444899 -4.701007  0.11
C 2.171420 5.285139 -4.177367  -0.15
H -0.404550 0.070039 6.281233  0.10
H -1.066050 -2.149641 5.577633  0.10
C -1.873920 -3.718531 8.941523  -0.15
H -0.383490 -6.226511 -1.329867  0.14
F -1.505720 1.625639 -0.180007  0.25
H 2.904970 6.085689 -4.272917  0.13
H 1.791140 5.580549 0.079883  0.12
H -0.300980 2.470159 -5.573997  0.08
H 1.306560 -5.235631 0.206183  0.13
H -0.860250 -4.110331 8.857443  0.09
H 3.212140 0.799249 4.572793  0.09
H 2.658790 -3.050081 0.542843  0.12
H -2.194550 -2.827041 1.621423  0.06
O -1.457100 1.929719 -3.069967  -0.42
H 4.773020 4.902749 -0.253247  0.12
H 3.978860 4.484279 1.243603  0.11
C 3.975470 5.204689 0.425613  -0.22
C -0.918010 -5.478811 -0.743917  -0.24
H 2.318080 3.993509 -0.518807  0.08
H -4.280380 -2.529951 0.974773  0.11
H -1.027740 -8.610491 2.292883  0.09
H 1.746670 3.992309 -2.576407  0.10
O -0.669560 -7.067351 1.054423  -0.17
C -1.367210 0.358309 4.498253  -0.15
C 1.107910 5.669229 -6.307227  -0.10
H 0.289190 6.142599 -6.849177  0.10
H 6.042170 6.484789 1.642153  0.08
O 1.084740 0.493039 4.665923  -0.21
H 2.541380 0.302159 3.052793  0.05
H -1.953760 -3.033341 9.785473  0.09
H 1.969430 6.291189 -6.550217  0.11
H -4.160240 -0.818661 0.632803  0.11
H 2.595780 1.623309 -5.675767  0.03
C 1.881910 5.070849 -2.657317  -0.19
H 2.849870 1.090679 0.713453  0.01
H 1.505290 -2.115431 -0.444707  0.10
H 1.189630 -3.812681 -2.651117  0.04
H -1.753580 -5.192041 1.109663  0.11
Hf -2.884000 3.287229 -4.392257  2.36

Atomic forces in eV per Å
O 0.258 0.513 0.819
H 0.545 -0.091 -0.658
H 0.635 1.608 0.464
H -0.031 0.419 0.058
C -0.791 0.560 1.027
O 0.849 2.587 -7.720
H -0.155 -0.109 -0.064
C -0.065 0.989 -1.140
H 0.298 -0.020 -0.209
O -0.613 6.725 1.825
C 0.076 -0.374 -0.978
O -1.835 0.273 0.011
N -1.822 -0.311 -1.099
H -0.835 -0.137 -0.363
N 0.880 0.152 0.126
H -0.370 0.875 0.791
C 2.602 -2.497 -3.209
C -0.253 0.330 1.122
H -0.451 -0.478 0.375
C 1.786 0.857 -1.007
H -0.347 0.393 -0.467
H 0.419 0.429 -0.710
C -1.785 -0.338 0.365
H 0.263 0.569 0.236
O -0.177 0.221 0.151
N -0.214 -1.884 -0.185
O -1.167 0.571 0.383
H -0.469 0.160 -0.057
C -0.313 -1.168 -1.480
H -0.980 1.344 -0.063
H -0.235 -0.376 0.341
H 0.416 0.008 0.201
O -2.127 -4.817 6.070
H 0.073 -0.521 1.470
C 1.142 -0.629 -0.644
O 0.858 0.800 0.332
H -0.086 0.747 0.075
H -0.416 0.181 -0.579
H 0.058 -0.628 0.408
O -0.075 0.468 0.047
S 3.917 -2.285 -2.222
F -1.096 1.806 0.000
O -2.169 1.557 0.691
H 0.516 0.159 0.010
H 0.772 -0.896 1.794
C 0.070 -1.424 -0.377
O -0.262 -0.511 -5.472
O 5.433 5.152 2.292
Hf 5.644 5.151 4.877
H -0.137 -0.107 -0.215
O 1.639 -6.923 0.272
O 1.984 2.247 -0.392
H -0.333 -0.474 0.721
O 1.110 -0.708 -0.330
H 0.110 0.721 -0.286
C 1.607 -2.477 0.666
O -2.761 0.512 -1.041
O 0.372 0.497 1.847
F 0.052 0.023 0.334
C 0.285 0.596 -0.469
S -0.213 -0.716 -8.817
H -0.020 0.137 0.217
H -1.091 0.211 0.154
C -0.390 -2.492 0.216
H -0.153 -0.251 0.307
H -0.822 0.561 -0.905
H 0.640 0.404 -0.704
S -6.493 1.614 2.763
O -1.684 -1.110 1.135
O -2.368 0.089 0.267
C -0.423 -1.197 -0.624
H 0.196 -0.511 0.631
C 0.097 0.540 0.322
H 0.128 0.111 0.012
H 0.908 -0.174 -0.027
C -1.062 -0.907 1.128
H 1.168 0.034 0.670
F -2.900 1.004 3.121
H -0.279 0.469 -0.189
H -0.012 -0.009 0.540
H -0.266 -1.032 -0.138
H 0.578 0.231 -0.477
H 0.233 0.372 -0.430
H -0.456 -0.128 0.435
H -0.119 0.490 0.205
H 1.041 0.004 -0.025
O -0.426 2.773 -0.376
H 0.143 0.024 -0.105
H 0.049 0.445 0.703
C -1.350 -0.197 -0.496
C -1.287 -0.718 -1.552
H 0.379 -0.090 0.459
H -0.421 -0.054 -0.210
H -0.068 -0.093 0.058
H 0.632 -0.236 0.551
O -1.207 1.730 0.402
C 1.845 -0.340 1.157
C 0.823 0.088 -0.065
H -0.498 0.037 0.718
H 0.318 0.139 -1.154
O 1.353 0.293 -0.541
H -0.498 0.271 -0.201
H 0.332 0.208 0.075
H 0.273 -0.315 -0.091
H -0.019 0.231 -0.012
H 0.199 -0.158 -0.361
C 0.251 0.277 -0.278
H -0.107 -0.238 0.010
H -0.314 -0.098 -0.221
H 0.023 -0.868 0.084
H -0.077 -0.249 0.860
Hf 1.115 -10.618 2.032



The highest Kohn-Sham gap belongs to which entry? C21H56N4O13